DFT (the ωB97M-V functional and the def2-TZVPD basis) results for a 5-piece molecular cluster, C20H31NO11 overall at a distorted geometry.

Summary:
LUMO	0.5	eV
HOMO-LUMO gap	0.3844	Ha
SMILES	[H]/N=C(/C)COC(=O)O.O=C1CCCO1.O=C1CCCO1.O=C1CCCO1.O=C1CCCO1

ORCA input file:
```
! wB97M-V def2-TZVPD RIJCOSX def2/J DEFGRID3
* xyz 0 1
H 1.8598 -3.4915 3.0361
N 1.1007 -3.0295 2.5252
C 0.5239 -2.2096 3.2675
C -0.6454 -1.4545 2.6999
C 1.0130 -2.0595 4.7043
O 0.5097 -0.9203 5.4018
C 0.8614 0.2562 4.8319
O 0.0541 1.0492 4.6440
O 2.1537 0.4834 4.5049
H -0.2306 -0.7210 2.0094
H -1.1876 -0.9187 3.4775
H -1.3318 -2.1233 2.1890
H 2.1052 -2.1182 4.7319
H 0.6589 -2.9330 5.2520
H 2.3667 -0.0138 3.7004
O 2.1785 -0.0844 0.3565
C 1.4291 -0.0066 -0.5767
C 1.7911 0.3574 -2.0036
C 0.4277 0.6805 -2.6053
C -0.5006 -0.1973 -1.7902
O 0.1081 -0.2783 -0.4880
H 2.2576 -0.5058 -2.4811
H 2.4643 1.2109 -2.0264
H 0.3613 0.4965 -3.6771
H 0.1909 1.7290 -2.4279
H -0.5841 -1.2068 -2.2006
H -1.4950 0.2312 -1.7023
O -2.8745 2.2287 -2.2239
C -2.4915 2.8909 -1.3025
C -3.2497 4.0110 -0.6244
C -2.1520 4.7169 0.1628
C -1.1801 3.5823 0.4439
O -1.2947 2.6985 -0.6910
H -4.0076 3.5764 0.0296
H -3.7109 4.6660 -1.3586
H -2.5030 5.2135 1.0654
H -1.6744 5.4683 -0.4702
H -1.4386 3.0231 1.3450
H -0.1518 3.9291 0.5280
O -1.9589 -5.6259 2.0948
C -1.2163 -6.4551 1.6607
C 0.2983 -6.4063 1.6557
C 0.6551 -7.4981 0.6527
C -0.5165 -8.4561 0.7931
O -1.6437 -7.6286 1.1219
H 0.6614 -6.6391 2.6583
H 0.6543 -5.4282 1.3417
H 1.6200 -7.9692 0.8344
H 0.6714 -7.0782 -0.3548
H -0.3691 -9.1777 1.6003
H -0.7240 -8.9972 -0.1278
O -1.0203 6.6360 -3.1760
C -0.1284 5.9345 -3.5551
C 0.0134 4.4467 -3.3148
C 1.4774 4.1995 -3.6608
C 1.7455 5.2816 -4.6942
O 0.9021 6.3825 -4.3150
H -0.6615 3.9136 -3.9870
H -0.2089 4.1996 -2.2815
H 1.6832 3.1941 -4.0260
H 2.0974 4.3689 -2.7777
H 1.4733 4.9684 -5.7047
H 2.7834 5.6074 -4.6952
*
```